1.
The molecule C6H9NO, computed with the ωB97M-V functional and the def2-TZVPD basis.

The geometry in XYZ format:
```
17
Properties=species:S:1:pos:R:3
C -1.804 -0.460 0.704
N -0.681 -1.166 0.115
C 0.953 0.573 -0.062
C 0.631 -0.773 0.426
C 1.582 -1.621 0.834
C -0.518 1.870 -1.782
O 2.161 1.082 0.351
C 0.165 1.151 -0.943
H 2.284 1.947 -0.053
H -0.785 -2.169 0.243
H -2.719 -0.848 0.270
H -1.725 0.596 0.459
H -1.852 -0.568 1.793
H 2.613 -1.333 0.847
H 1.344 -2.639 1.107
H -1.342 2.496 -1.467
H -0.308 1.862 -2.842
```

Summary:
* energy above the lowest of the compared OMol25 structures with the same formula, charge and spin: 2.811 eV
* orbital gap: 8.938 eV
* highest occupied orbital energy: -8.130 eV
* calculated total energy: -9902.79274 eV
* SMILES: C=C=C(O)C(=C)NC
* multiplicity: 1

***

2.
The ion C6H12N3 with charge +1, computed with the ωB97M-V functional and the def2-TZVPD basis.

The geometry in XYZ format:
```
21
Properties=species:S:1:pos:R:3
C 2.400 -1.169 -0.006
C 1.847 -0.081 -0.575
C 0.287 -0.868 0.715
C -0.959 -1.318 1.380
C -0.657 2.302 -0.164
C -0.359 0.959 -0.842
N 1.446 -1.553 0.887
N 0.532 0.039 -0.168
N -1.621 0.246 -1.100
H 3.331 -1.524 0.080
H 2.227 0.590 -1.269
H -1.995 -0.916 1.104
H -0.603 -1.311 2.392
H -1.069 -2.476 1.046
H -0.472 2.258 0.965
H -1.734 2.600 -0.279
H -0.078 3.158 -0.472
H 0.079 1.165 -1.898
H -1.624 -0.446 -1.916
H -2.499 0.742 -1.175
H 1.521 -2.399 1.295
```

Summary:
* energy above the lowest of the compared OMol25 structures with the same formula, charge and spin: 1.497 eV
* orbital gap: 10.762 eV
* total charge: +1
* highest occupied orbital energy: -13.477 eV
* calculated total energy: -10879.81993 eV
* SMILES: Cc1[nH]cc[n+]1[C@H](C)N
* multiplicity: 1

***

3.
The molecule C2H2N2O, computed with the ωB97M-V functional and the def2-TZVPD basis.

The geometry in XYZ format:
```
7
Properties=species:S:1:pos:R:3
C 0.859 0.006 -0.655
C -0.993 0.056 0.422
H 1.888 0.717 -0.681
H -1.888 0.664 0.836
N 0.836 -1.094 -0.068
N -0.534 -1.179 0.429
O -0.167 0.830 -0.284
```

Summary:
* energy above the lowest of the compared OMol25 structures with the same formula, charge and spin: 2.438 eV
* orbital gap: 11.749 eV
* highest occupied orbital energy: -10.921 eV
* calculated total energy: -7131.40600 eV
* SMILES: c1nnco1
* multiplicity: 1

***

4.
A cluster of 9 separate species, C55H84F2IN6O25P2S2 in total, computed with the ωB97M-V functional and the def2-TZVPD basis.

The geometry in XYZ format:
```
177
Properties=species:S:1:pos:R:3
O -3.566 2.116 4.920
P -2.640 1.888 3.807
O -1.142 1.747 4.471
O -2.989 0.451 3.132
N -2.740 3.266 2.742
C -1.423 3.826 2.577
N -0.762 4.496 3.486
C -1.353 4.738 4.842
C -0.997 6.126 5.469
C -0.194 5.816 6.748
I 0.223 7.506 8.014
P 0.829 5.110 3.117
O 1.669 5.239 4.304
O 1.613 4.185 2.035
O 0.598 6.609 2.504
N -1.068 3.543 1.295
C -2.129 2.902 0.431
C -1.741 1.398 0.265
C -0.469 0.934 1.044
C 0.868 1.298 0.340
F 0.883 0.599 -0.855
C -2.135 3.822 -0.841
C -1.122 3.385 -1.944
C -1.843 2.470 -3.001
C -0.861 1.529 -3.774
C -0.939 0.053 -3.285
C -1.398 -0.974 -4.388
C -2.050 -2.250 -3.725
S -0.851 -3.607 -3.423
C -0.969 -3.959 -1.685
N -0.007 -3.824 -0.789
N -0.491 -4.137 0.421
C -1.754 -4.506 0.267
O -2.068 -4.394 -1.025
C -3.327 3.176 1.408
C -4.571 2.294 1.211
C -4.828 1.669 -0.055
C -6.026 0.935 -0.081
C -6.891 0.776 1.023
N -6.637 1.364 2.196
C -5.527 2.093 2.230
S -4.096 4.880 1.233
O -3.092 5.911 1.265
O -5.042 4.930 0.169
F -4.924 4.998 2.597
H -0.811 0.840 4.366
H -2.186 -0.024 2.863
H -2.451 4.656 4.772
H -1.059 3.948 5.554
H -0.510 6.836 4.787
H -1.941 6.596 5.794
H 0.724 5.255 6.553
H -0.829 5.145 7.353
H 1.786 4.760 1.268
H -0.356 6.772 2.407
H -0.509 4.261 0.850
H -2.562 0.739 0.594
H -1.567 1.117 -0.784
H -0.458 1.206 2.109
H -0.495 -0.175 1.014
H 1.699 0.925 0.954
H 0.928 2.382 0.172
H -3.133 3.811 -1.316
H -1.917 4.874 -0.592
H -0.274 2.794 -1.567
H -0.752 4.257 -2.507
H -2.476 3.063 -3.682
H -2.546 1.800 -2.463
H 0.159 1.902 -3.582
H -1.096 1.549 -4.851
H -1.601 -0.105 -2.418
H 0.089 -0.243 -3.023
H -2.106 -0.534 -5.109
H -0.497 -1.343 -4.908
H -2.554 -1.981 -2.782
H -2.800 -2.645 -4.425
H -2.415 -4.823 1.067
H -4.164 1.765 -0.913
H -6.309 0.454 -1.023
H -7.785 0.160 0.915
H -5.329 2.607 3.181
O 1.007 -5.468 -2.944
C 2.189 -5.654 -2.950
O 2.872 -6.085 -4.035
C 4.251 -6.308 -3.685
C 4.489 -5.462 -2.447
C 3.124 -5.492 -1.771
H 4.393 -7.374 -3.494
H 4.888 -6.013 -4.515
H 5.301 -5.832 -1.823
H 4.730 -4.437 -2.740
H 3.012 -6.353 -1.110
H 2.913 -4.571 -1.233
O 7.181 -6.783 -7.652
C 6.145 -6.218 -7.846
O 5.169 -6.109 -6.908
C 4.010 -5.469 -7.486
C 4.533 -4.702 -8.680
C 5.697 -5.570 -9.140
H 3.294 -6.240 -7.771
H 3.547 -4.815 -6.749
H 3.778 -4.536 -9.445
H 4.908 -3.726 -8.359
H 5.376 -6.349 -9.832
H 6.499 -4.979 -9.576
O -5.416 -5.398 2.474
C -5.295 -4.273 2.854
O -4.224 -3.493 2.540
C -4.318 -2.237 3.233
C -5.790 -2.071 3.567
C -6.237 -3.516 3.765
H -3.692 -2.287 4.129
H -3.953 -1.444 2.591
H -5.965 -1.431 4.429
H -6.316 -1.638 2.715
H -6.084 -3.854 4.791
H -7.271 -3.667 3.465
O -0.213 -1.266 3.840
C -0.639 -2.382 3.712
O -1.445 -2.966 4.624
C -1.701 -4.333 4.249
C -1.441 -4.385 2.756
C -0.344 -3.342 2.583
H -1.027 -4.981 4.813
H -2.727 -4.592 4.500
H -1.169 -5.377 2.402
H -2.333 -4.067 2.212
H 0.652 -3.766 2.729
H -0.407 -2.842 1.619
O 1.855 -6.130 -9.837
C 2.046 -7.225 -10.281
O 3.264 -7.822 -10.283
C 3.191 -9.079 -10.980
C 1.726 -9.475 -10.930
C 1.026 -8.121 -10.948
H 3.548 -8.931 -12.002
H 3.833 -9.805 -10.486
H 1.431 -10.136 -11.744
H 1.511 -9.985 -9.990
H 0.854 -7.763 -11.965
H 0.096 -8.135 -10.387
O 1.189 9.680 9.640
C 0.856 10.734 9.175
O 1.264 11.172 7.962
C 0.785 12.510 7.740
C -0.408 12.664 8.667
C -0.017 11.775 9.840
H 1.589 13.210 7.977
H 0.513 12.628 6.693
H -0.609 13.698 8.942
H -1.304 12.265 8.187
H 0.577 12.312 10.581
H -0.882 11.314 10.309
O 1.742 3.756 7.245
C 1.974 2.810 6.558
O 0.985 2.084 5.988
C 1.529 0.952 5.304
C 2.979 1.322 5.021
C 3.322 2.214 6.216
H 1.440 0.079 5.954
H 0.961 0.770 4.396
H 3.631 0.457 4.910
H 3.039 1.907 4.100
H 3.680 1.637 7.070
H 4.037 2.989 5.956
O 2.646 -0.627 -4.713
C 3.827 -0.819 -4.728
O 4.494 -1.267 -5.818
C 5.874 -1.503 -5.486
C 6.139 -0.648 -4.259
C 4.782 -0.657 -3.564
H 6.005 -2.570 -5.287
H 6.502 -1.223 -6.328
H 6.955 -1.022 -3.642
H 6.388 0.371 -4.563
H 4.672 -1.513 -2.895
H 4.591 0.270 -3.030
```

Summary:
* energy above the lowest of the compared OMol25 structures with the same formula, charge and spin: 0.000 eV
* orbital gap: 6.875 eV
* total charge: +1
* highest occupied orbital energy: -10.108 eV
* calculated total energy: -172306.00203 eV
* multiplicity: 1

***

5.
A structure of composition C19H18BrFeO4S, computed with the ωB97M-V functional and the def2-TZVPD basis.

The geometry in XYZ format:
```
44
Properties=species:S:1:pos:R:3
O 3.772 -2.218 -1.582
C 3.512 -1.217 -2.117
Fe 3.321 0.434 -2.601
C 4.393 1.088 -1.354
O 5.051 1.300 -0.421
C 4.521 0.415 -3.859
O 5.554 0.182 -4.346
C 0.296 0.405 -0.305
C 0.122 -0.460 -1.593
C 1.127 -0.212 -2.690
C 1.426 1.140 -3.007
C 1.508 2.038 -1.858
C 1.033 1.681 -0.629
H 0.991 -0.163 0.345
H 0.178 -1.510 -1.286
H -0.903 -0.313 -1.976
H 1.107 -0.979 -3.473
H 1.510 1.511 -4.040
H 1.959 3.031 -2.033
H 1.225 2.351 0.218
C -3.744 1.681 0.597
S -2.235 1.679 -0.435
C -1.594 3.264 0.152
C -0.987 0.561 0.468
C -1.770 -0.745 0.637
C -1.376 -1.680 1.747
C -1.239 -1.242 3.083
C -0.917 -2.162 4.079
C -0.727 -3.519 3.775
Br -0.252 -4.759 5.104
C -0.924 -3.959 2.450
C -1.291 -3.046 1.459
O -2.695 -1.028 -0.113
H -4.444 2.403 0.166
H -4.198 0.691 0.580
H -3.508 1.987 1.618
H -2.095 4.053 -0.418
H -1.812 3.355 1.221
H -0.522 3.295 -0.041
H -0.847 1.093 1.414
H -1.442 -0.197 3.322
H -0.774 -1.837 5.110
H -0.769 -5.006 2.192
H -1.541 -3.385 0.440
```

Summary:
* energy above the lowest of the compared OMol25 structures with the same formula, charge and spin: 0.000 eV
* orbital gap (alpha / beta): 6.124 / 4.263 eV
* total charge: +1
* highest occupied orbital energy (alpha / beta): -8.699 / -11.041 eV
* calculated total energy: -143436.71484 eV
* multiplicity: 5
* <S²>: 6.0668

***

6.
A structure of composition C15H22As5F30N3O, computed with the ωB97M-V functional and the def2-TZVPD basis.

The geometry in XYZ format:
```
76
Properties=species:S:1:pos:R:3
C -24.284 -11.083 19.672
C -22.843 -11.436 19.893
O -21.977 -10.897 19.171
N -22.541 -12.527 20.919
H -22.349 -12.121 21.824
H -23.416 -13.006 21.077
C -21.401 -13.510 20.439
H -24.658 -11.884 19.034
H -24.310 -10.158 19.095
H -24.923 -11.064 20.554
H -20.428 -13.035 20.315
H -21.684 -14.032 19.525
H -21.325 -14.140 21.326
C -18.270 -9.453 16.607
N -17.671 -8.967 17.848
C -16.467 -8.354 17.786
C -16.003 -7.735 18.933
C -16.786 -7.702 20.107
C -17.965 -8.391 20.134
C -18.393 -8.989 18.976
C -16.190 -6.991 21.280
C -15.789 -5.686 21.176
C -15.074 -5.018 22.193
N -14.814 -5.675 23.342
C -15.242 -6.941 23.496
C -15.946 -7.590 22.497
C -14.017 -5.047 24.435
H -17.455 -9.836 15.993
H -18.734 -8.552 16.207
H -18.887 -10.340 16.751
H -15.874 -8.302 16.884
H -14.999 -7.338 18.960
H -18.530 -8.645 21.019
H -19.329 -9.520 18.892
H -16.036 -5.214 20.236
H -14.801 -3.977 22.278
H -15.086 -7.427 24.447
H -16.239 -8.608 22.706
H -13.912 -3.968 24.326
H -13.021 -5.489 24.448
H -14.503 -5.306 25.375
As -26.007 -6.826 18.941
F -27.352 -6.747 20.041
F -25.572 -5.108 19.335
F -24.601 -6.811 17.850
F -26.417 -8.482 18.580
F -27.019 -6.251 17.618
F -24.920 -7.423 20.303
As -18.923 -11.454 23.059
F -17.796 -10.095 23.359
F -20.262 -10.449 23.608
F -20.120 -12.788 22.912
F -17.594 -12.543 22.381
F -18.567 -11.964 24.763
F -19.155 -10.956 21.275
As -24.994 -15.406 22.068
F -25.051 -13.826 21.330
F -23.926 -15.964 20.708
F -24.776 -17.040 22.874
F -26.231 -14.854 23.286
F -26.354 -16.001 21.044
F -23.662 -14.737 22.949
As -24.801 -14.519 17.252
F -24.751 -16.201 17.814
F -26.389 -14.732 16.377
F -24.702 -12.755 16.769
F -23.178 -14.221 18.007
F -23.968 -15.033 15.743
F -25.636 -14.090 18.761
As -24.057 -11.368 24.798
F -22.478 -10.957 25.515
F -25.026 -10.979 26.363
F -25.544 -11.958 23.936
F -23.176 -11.558 23.226
F -23.675 -13.027 25.283
F -24.357 -9.597 24.298
```

Summary:
* energy above the lowest of the compared OMol25 structures with the same formula, charge and spin: 0.000 eV
* orbital gap: 4.512 eV
* total charge: -2
* highest occupied orbital energy: -5.993 eV
* calculated total energy: -408161.62656 eV
* multiplicity: 1

***

7.
The molecule C4H10N4, computed with the ωB97M-V functional and the def2-TZVPD basis.

The geometry in XYZ format:
```
18
Properties=species:S:1:pos:R:3
C -1.104 1.574 0.297
N 0.250 1.015 0.318
C 0.535 -0.129 -0.396
C -0.299 -1.478 -0.211
N 1.382 2.015 0.285
N -0.143 -2.380 -1.239
C -1.009 -1.699 0.900
N 1.523 -0.213 -1.242
H 1.145 2.801 0.895
H 2.187 1.569 0.739
H 0.654 -2.075 -1.812
H -0.024 -3.333 -0.912
H 1.923 0.736 -1.243
H -1.359 1.938 1.297
H -1.164 2.410 -0.407
H -1.860 0.840 0.003
H -1.041 -0.988 1.717
H -1.593 -2.605 1.013
```

Summary:
* energy above the lowest of the compared OMol25 structures with the same formula, charge and spin: 2.269 eV
* orbital gap: 9.199 eV
* highest occupied orbital energy: -8.324 eV
* calculated total energy: -10268.58208 eV
* SMILES: [H]/N=C(/C(=C)N)N(C)N
* multiplicity: 1

***

8.
A structure of composition C21H31ClN2O5STl, computed with the ωB97M-V functional and the def2-TZVPD basis.

The geometry in XYZ format:
```
62
Properties=species:S:1:pos:R:3
Tl 0.098 -1.599 -0.206
Cl 0.423 -4.010 -1.237
N -0.599 0.421 -2.171
N 0.701 -0.765 2.220
C 0.031 -0.099 -3.189
C 1.957 -0.868 2.541
C -1.825 1.077 -2.686
C -1.884 0.582 -4.136
C -1.680 2.587 -2.642
C -3.035 0.661 -1.878
H -0.798 2.913 -3.207
H -1.593 2.935 -1.608
H -2.568 3.045 -3.094
H -3.200 -0.420 -1.921
H -3.923 1.165 -2.282
H -2.918 0.939 -0.825
C -0.074 -0.458 3.445
C 1.020 -0.302 4.504
C -1.001 -1.622 3.735
C -0.880 0.814 3.271
H -0.206 1.662 3.108
H -1.454 0.994 4.189
H -1.577 0.713 2.431
H -0.410 -2.534 3.880
H -1.698 -1.762 2.899
H -1.568 -1.412 4.650
O 2.274 -0.572 3.800
H 0.946 -1.034 5.318
H 1.095 0.711 4.916
O -0.581 -0.033 -4.373
H -2.009 1.375 -4.882
H -2.646 -0.196 -4.278
C 1.383 -0.752 -3.109
C 3.040 -1.274 1.596
C 2.934 -0.433 0.366
H 2.866 -2.334 1.355
H 4.002 -1.178 2.110
C 2.139 -0.882 -0.712
C 2.143 -0.189 -1.943
H 1.751 -2.077 -0.692
C 2.772 1.048 -2.023
C 3.439 1.547 -0.899
C 2.719 1.873 -3.279
C 3.541 0.815 0.288
H 3.907 2.528 -0.956
C 4.271 1.392 1.469
H 4.770 2.320 1.175
H 5.031 0.706 1.863
H 3.584 1.631 2.293
H 2.971 1.287 -4.171
H 3.429 2.702 -3.199
H 1.722 2.312 -3.436
H 1.895 -0.593 -4.068
H 1.211 -1.832 -2.974
C -5.216 -1.286 1.451
S -3.796 -2.104 0.713
O -3.680 -3.376 1.423
O -4.097 -2.200 -0.717
O -2.650 -1.183 0.985
H -6.110 -1.890 1.273
H -5.339 -0.301 0.996
H -5.052 -1.184 2.527
```

Summary:
* energy above the lowest of the compared OMol25 structures with the same formula, charge and spin: 0.000 eV
* orbital gap: 6.107 eV
* total charge: -1
* highest occupied orbital energy: -3.698 eV
* calculated total energy: -63550.69878 eV
* multiplicity: 1

***

What is the calculated total energy in the second record?
-10879.81993 eV

***

The highest energy above the lowest of the compared OMol25 structures with the same formula, charge and spin belongs to which entry?
C6H9NO

***

calculated total energy of number 4 (C55H84F2IN6O25P2S2)?
-172306.00203 eV

***

energy above the lowest of the compared OMol25 structures with the same formula, charge and spin of number 8 (C21H31ClN2O5STl)?
0.000 eV